# 1
DFT (wB97M-V/def2-TZVPD) results for the molecule C6H13NO in a non-equilibrium geometry.

Geometry as XYZ:
```
21
Properties=species:S:1:pos:R:3:mulliken_charge:R:1
C 1.415 0.284 -1.293 -1.656
C 0.833 0.182 0.099 -0.064
C -0.213 1.439 0.553 -0.246
N -0.300 2.531 -0.322 -0.403
O -1.332 0.625 0.603 -0.572
C -0.346 -0.694 0.370 1.745
C -0.982 -1.451 -0.770 -1.697
C -0.294 -1.485 1.657 -1.547
H 0.647 0.482 -2.040 0.300
H 2.134 1.102 -1.329 0.419
H 1.936 -0.633 -1.574 0.388
H 1.617 0.090 0.851 0.387
H 0.137 1.774 1.538 0.349
H -0.708 2.302 -1.218 0.187
H -0.307 3.443 0.113 0.219
H -0.311 -2.251 -1.092 0.353
H -1.927 -1.884 -0.450 0.403
H -1.174 -0.794 -1.614 0.341
H -1.281 -1.865 1.911 0.366
H 0.384 -2.331 1.532 0.359
H 0.072 -0.867 2.476 0.369
```

Values from the calculation:
LUMO: 0.97 eV
orbital gap: 9.5 eV
structure (SMILES): C[C@H]1[C@@H](N)OC1(C)C
maximum force: 3.2 eV Å⁻¹
charge: 0

# 2
DFT (wB97M-V/def2-TZVPD) results for a cluster of 2 separate species, C6H13NO in total in a non-equilibrium geometry.

Geometry as XYZ:
```
21
Properties=species:S:1:pos:R:3:mulliken_charge:R:1
C 2.607 1.252 1.145 -0.735
C 1.676 1.927 0.521 -0.164
C 0.274 1.521 0.177 -0.101
C -0.073 0.241 0.328 -0.675
C -1.325 -0.142 -0.467 -0.613
C -0.888 -0.426 -1.912 -0.519
N -0.457 -1.775 -2.367 -0.597
H 2.546 0.120 1.290 0.202
H 3.417 1.703 1.676 0.274
H 1.875 3.035 0.299 0.210
H -0.462 2.307 -0.095 0.317
H 0.340 -0.488 1.008 0.664
H -1.826 -1.020 0.041 0.297
H -2.158 0.636 -0.558 0.351
H 0.034 0.118 -2.228 0.350
H -1.774 0.110 -2.484 0.238
H 0.268 -2.068 -1.775 0.238
H -1.190 -2.435 -2.320 0.230
O -1.097 -1.657 2.212 -0.610
H -1.899 -1.779 2.740 0.296
H -0.824 -0.804 2.524 0.348
```

Values from the calculation:
LUMO: 0.61 eV
orbital gap: 9.1 eV
structure (SMILES): C=C/C=C/CCN.O
maximum force: 3.8 eV Å⁻¹
charge: 0

# 3
DFT (wB97M-V/def2-TZVPD) results for the molecule C6H13NO in a non-equilibrium geometry.

Geometry as XYZ:
```
21
Properties=species:S:1:pos:R:3:mulliken_charge:R:1
H -3.112 -0.162 1.613 0.285
N -2.714 -1.012 1.215 -0.674
C -1.506 -0.995 0.937 0.600
C -0.509 -2.402 0.377 -1.187
O -0.677 0.113 1.096 -0.374
C 0.663 0.012 0.757 -0.443
C 1.063 0.855 -0.450 0.687
C 0.212 0.519 -1.676 -1.431
C 0.973 2.348 -0.115 -1.493
H -0.127 -2.830 1.303 0.351
H -1.334 -3.021 0.042 0.395
H 0.155 -2.540 -0.476 0.396
H 0.693 -1.179 0.466 0.160
H 1.281 0.203 1.638 0.374
H 2.109 0.609 -0.666 0.229
H 0.498 1.146 -2.519 0.449
H -0.842 0.690 -1.470 0.257
H 0.341 -0.519 -1.974 0.320
H -0.057 2.614 0.125 0.312
H 1.291 2.954 -0.964 0.411
H 1.599 2.595 0.741 0.376
```

Values from the calculation:
LUMO: 0.89 eV
orbital gap: 10.9 eV
structure (SMILES): [H]/N=C(/C)OCC(C)C
maximum force: 4.0 eV Å⁻¹
charge: 0

# 4
DFT (wB97M-V/def2-TZVPD) results for the molecule C6H13NO in a non-equilibrium geometry.

Geometry as XYZ:
```
21
Properties=species:S:1:pos:R:3:mulliken_charge:R:1
C 0.508 1.465 1.628 -0.833
N 0.145 0.041 1.714 -0.317
C 0.322 -0.886 0.591 -0.161
C 1.789 -0.848 0.190 -0.189
O 2.394 -1.872 0.003 -0.476
C -0.457 -0.695 -0.760 0.634
C -1.980 -0.287 -0.642 -1.390
C 0.210 0.214 -1.776 -1.481
H -0.247 2.145 1.186 0.246
H 1.373 1.630 0.998 0.263
H 0.532 1.797 2.668 0.351
H -0.757 -0.054 2.168 0.288
H 0.087 -1.834 1.077 0.396
H 2.381 0.086 0.099 0.287
H -0.482 -1.737 -1.100 0.319
H -2.589 -1.121 -0.959 0.337
H -2.259 0.500 -1.343 0.336
H -2.218 0.007 0.378 0.309
H 1.024 -0.315 -2.292 0.355
H -0.493 0.664 -2.469 0.454
H 0.719 1.098 -1.358 0.272
```

Values from the calculation:
LUMO: 0.90 eV
orbital gap: 9.6 eV
structure (SMILES): CN[C@H](C=O)C(C)C
maximum force: 1.7 eV Å⁻¹
charge: 0

# 5
DFT (wB97M-V/def2-TZVPD) results for a cluster of 2 separate species, C6H13NO in total in a non-equilibrium geometry.

Geometry as XYZ:
```
21
Properties=species:S:1:pos:R:3:mulliken_charge:R:1
C 1.074 -1.665 0.884 -0.866
C -0.250 -1.547 0.833 -0.025
C -0.811 -0.482 -0.144 -0.038
C -1.231 -0.854 -1.332 -0.348
C -2.095 0.059 -2.128 -0.916
N -0.614 0.819 0.548 -0.191
C 0.341 1.653 -0.131 -0.480
H 1.646 -2.408 1.334 0.361
H 1.664 -1.054 0.222 0.289
H -1.120 -2.006 1.375 0.326
H -0.924 -1.757 -1.822 0.415
H -1.774 1.136 -1.925 0.197
H -3.169 -0.076 -1.771 0.236
H -2.182 -0.150 -3.211 0.311
H -1.415 1.254 0.972 0.221
H -0.083 1.796 -1.118 0.147
H 1.261 1.050 -0.167 0.108
H 0.658 2.599 0.344 0.454
O 2.781 1.046 1.540 -0.723
H 2.015 0.802 1.058 0.193
H 3.230 1.694 1.016 0.331
```

Values from the calculation:
LUMO: 0.91 eV
orbital gap: 9.4 eV
structure (SMILES): C=C/C(=C/C)NC.O
maximum force: 4.2 eV Å⁻¹
charge: 0

# 6
DFT (wB97M-V/def2-TZVPD) results for the molecule C6H13NO in a non-equilibrium geometry.

Geometry as XYZ:
```
21
Properties=species:S:1:pos:R:3:mulliken_charge:R:1
C -0.375 -2.186 0.460 -1.410
C -0.724 -0.813 -0.156 0.718
C -1.214 -0.885 -1.635 -1.680
C 0.703 -0.092 -0.029 -0.027
C 1.580 -0.351 -1.273 -1.628
N 0.511 1.350 0.043 -0.159
C -0.121 2.001 1.069 -0.068
O -0.419 1.414 2.083 -0.533
H -0.311 -2.171 1.545 0.350
H -1.149 -2.977 0.339 0.403
H 0.538 -2.521 -0.018 0.267
H -1.418 -0.106 0.295 0.357
H -0.592 -1.515 -2.250 0.341
H -1.204 0.109 -2.019 0.417
H -2.280 -1.184 -1.543 0.429
H 1.229 -0.496 0.835 0.398
H 1.006 -0.299 -2.202 0.435
H 2.408 0.336 -1.304 0.463
H 1.926 -1.419 -1.335 0.312
H 0.690 1.810 -0.836 0.261
H -0.247 3.096 0.906 0.354
```

Values from the calculation:
LUMO: 0.87 eV
orbital gap: 10.4 eV
structure (SMILES): CC(C)[C@@H](C)NC=O
maximum force: 2.4 eV Å⁻¹
charge: 0

# 7
DFT (wB97M-V/def2-TZVPD) results for a cluster of 2 separate species, C6H13NO in total in a non-equilibrium geometry.

Geometry as XYZ:
```
21
Properties=species:S:1:pos:R:3:mulliken_charge:R:1
C 2.037 1.423 0.418 -0.255
N 1.460 0.312 0.292 -0.400
C 0.065 0.236 0.479 0.933
C -0.529 0.444 1.668 -1.535
C -0.667 -0.303 -0.728 -0.708
C 0.113 -1.343 -1.573 -0.519
C 0.203 -2.734 -0.997 -1.124
H 3.112 1.605 0.160 0.255
H 1.445 2.322 0.600 0.249
H -0.028 0.540 2.609 0.318
H -1.592 0.302 1.573 0.432
H -1.540 -0.787 -0.275 0.307
H -1.002 0.492 -1.400 0.317
H -0.379 -1.371 -2.560 0.385
H 1.015 -0.775 -1.799 0.362
H -0.665 -3.322 -1.321 0.311
H 0.453 -2.786 0.063 0.334
H 1.032 -3.236 -1.507 0.305
O -1.451 3.251 1.145 -0.703
H -1.821 3.432 2.016 0.309
H -1.261 2.298 1.137 0.426
```

Values from the calculation:
LUMO: 0.98 eV
orbital gap: 10.1 eV
structure (SMILES): C=NC(=C)CCC.O
maximum force: 2.1 eV Å⁻¹
charge: 0

# 8
DFT (wB97M-V/def2-TZVPD) results for a cluster of 2 separate species, C6H13NO in total in a non-equilibrium geometry.

Geometry as XYZ:
```
21
Properties=species:S:1:pos:R:3:mulliken_charge:R:1
C 2.645 -1.141 1.826 -0.738
C 1.581 -1.594 1.101 -0.138
C 0.943 -1.105 -0.165 -0.765
C -0.285 -0.163 0.085 0.764
C -1.512 -0.632 -0.525 -1.479
C -0.212 0.920 0.895 -0.201
N -1.272 1.843 0.910 -0.498
H 3.039 -1.736 2.699 0.234
H 3.276 -0.297 1.458 0.253
H 1.237 -2.523 1.464 0.294
H 1.764 -0.567 -0.685 0.332
H 0.572 -1.986 -0.753 0.311
H -1.376 -1.218 -1.500 0.315
H -1.935 -1.439 0.150 0.293
H -2.351 0.107 -0.662 0.319
H 0.762 1.111 1.370 0.311
H -2.124 1.492 0.475 0.225
H -1.153 2.807 0.727 0.190
O -1.206 1.235 -3.084 -0.624
H -0.499 1.647 -2.513 0.292
H -1.621 2.096 -3.232 0.310
```

Values from the calculation:
LUMO: 0.63 eV
orbital gap: 8.3 eV
structure (SMILES): C=CC/C(C)=C/N.O
maximum force: 3.4 eV Å⁻¹
charge: 0

# 9
DFT (wB97M-V/def2-TZVPD) results for a cluster of 2 separate species, C6H13NO in total in a non-equilibrium geometry.

Geometry as XYZ:
```
21
Properties=species:S:1:pos:R:3:mulliken_charge:R:1
C 0.857 -3.002 1.580 -1.293
C 0.688 -1.774 0.787 0.107
C -0.045 -1.552 -0.331 -0.474
C 0.141 -0.211 -0.987 0.774
C 0.389 0.892 0.008 -1.584
C 0.208 0.046 -2.310 -0.316
N 0.576 1.179 -3.098 -0.541
H 0.418 -3.863 1.061 0.329
H 0.494 -2.792 2.567 0.309
H 1.877 -3.083 1.855 0.356
H 1.078 -0.867 1.357 0.136
H -0.746 -2.279 -0.746 0.343
H 0.070 1.827 -0.428 0.432
H 1.365 0.847 0.488 0.248
H -0.318 0.758 0.825 0.417
H -0.126 -0.848 -2.899 0.248
H 0.446 2.084 -2.527 0.262
H 1.520 1.130 -3.594 0.244
O -2.622 3.608 2.299 -0.649
H -2.532 4.277 1.651 0.311
H -3.737 3.623 2.443 0.339
```

Values from the calculation:
LUMO: 0.71 eV
orbital gap: 8.4 eV
structure (SMILES): C/C=C/C(C)=C/N.O
maximum force: 5.6 eV Å⁻¹
charge: 0

# 10
DFT (wB97M-V/def2-TZVPD) results for the molecule C6H13NO in a non-equilibrium geometry.

Geometry as XYZ:
```
21
Properties=species:S:1:pos:R:3:mulliken_charge:R:1
C -1.634 -1.269 -1.822 -1.219
C -0.394 -1.098 -0.927 -0.446
C -0.155 0.350 -0.474 0.069
C 0.139 1.335 -1.597 -1.438
N 0.795 0.378 0.627 -0.263
C 0.376 0.457 1.922 0.685
C 1.417 0.157 2.969 -1.062
O -0.771 0.715 2.234 -0.623
H -2.260 -2.102 -1.521 0.338
H -1.367 -1.149 -2.864 0.328
H -2.305 -0.417 -1.628 0.345
H -0.521 -1.670 0.000 0.303
H 0.499 -1.485 -1.425 0.369
H -1.082 0.694 -0.008 0.338
H -0.599 1.154 -2.375 0.377
H 1.125 1.238 -2.062 0.331
H 0.033 2.349 -1.237 0.365
H 1.704 -0.025 0.446 0.314
H 1.281 0.906 3.735 0.317
H 1.279 -0.834 3.395 0.252
H 2.441 0.317 2.610 0.323
```

Values from the calculation:
LUMO: 0.92 eV
orbital gap: 10.5 eV
structure (SMILES): CC[C@H](C)NC(C)=O
maximum force: 1.8 eV Å⁻¹
charge: 0

# 11
DFT (wB97M-V/def2-TZVPD) results for a cluster of 2 separate species, C6H13NO in total in a non-equilibrium geometry.

Geometry as XYZ:
```
21
Properties=species:S:1:pos:R:3:mulliken_charge:R:1
C -0.264 1.957 2.849 -0.929
C -0.889 1.709 1.751 -0.080
C -0.654 0.433 1.167 -0.629
C -0.230 0.442 -0.139 0.502
C -0.518 1.810 -0.901 -1.244
N 0.621 -0.380 -0.855 -0.227
C 0.368 -0.357 -2.373 -0.907
H -0.445 2.803 3.369 0.384
H 0.278 1.105 3.433 0.186
H -1.526 2.540 1.236 0.398
H -0.523 -0.547 1.683 0.342
H -0.013 2.218 -1.747 0.468
H -1.672 1.806 -0.995 0.277
H -0.300 2.522 0.012 0.268
H 0.905 -1.326 -0.475 0.197
H 0.949 -1.274 -2.751 0.287
H 0.639 0.540 -2.703 0.308
H -0.592 -0.528 -2.589 0.385
O 1.095 -4.319 -0.747 -0.626
H 0.723 -4.985 -0.138 0.324
H 1.594 -3.625 -0.503 0.316
```

Values from the calculation:
LUMO: 0.66 eV
orbital gap: 8.1 eV
structure (SMILES): C=C/C=C(\C)NC.O
maximum force: 7.2 eV Å⁻¹
charge: 0

# 12
DFT (wB97M-V/def2-TZVPD) results for a structure of composition C6H13NO in a non-equilibrium geometry.

Geometry as XYZ:
```
21
Properties=species:S:1:pos:R:3:mulliken_charge:R:1
C 0.613 -0.045 0.462 -0.716
C -1.685 0.384 -0.367 -1.687
C -0.794 -1.962 -0.225 -1.680
C 0.185 -0.347 -1.882 -1.736
C 1.727 1.811 1.577 -0.812
C -0.441 -0.493 -0.482 1.959
N 0.492 1.169 1.185 0.125
O -0.022 0.309 2.229 -0.503
H 1.469 -0.686 0.656 0.483
H -2.423 0.092 -1.109 0.419
H -1.426 1.428 -0.510 0.399
H -2.113 0.274 0.624 0.387
H 0.077 -2.603 -0.343 0.414
H -1.175 -2.075 0.787 0.381
H -1.560 -2.286 -0.927 0.412
H -0.520 -0.715 -2.621 0.416
H 1.103 -0.922 -1.964 0.415
H 0.404 0.694 -2.099 0.412
H 1.494 2.536 2.350 0.262
H 2.476 1.110 1.957 0.320
H 2.119 2.329 0.704 0.331
```

Values from the calculation:
LUMO (alpha / beta): 0.22 / 0.22 eV
orbital gap (alpha / beta): 8.7 / 8.7 eV
maximum force: 4.4 eV Å⁻¹
charge: 0

Computed energy relative to the best compared isomer or geometry (same formula, charge and spin) (kJ/mol) in order:
180.0 363.3 282.9 216.2 394.0 91.3 237.1 283.3 333.5 21.4 482.0 428.0